This record from OMol25 describes C6H15F2N3 as an isolated structure. The level of theory is ωB97M-V/def2-TZVPD.

Structure (XYZ):
```
26
Properties=species:S:1:pos:R:3:mulliken_charge:R:1
C -1.15180 -0.18810 2.74554 -0.628
C -1.46026 -0.67514 1.22951 -0.940
C -0.94823 0.13045 0.20385 -0.493
C 0.89773 1.30289 -0.59703 -1.058
C 1.54930 0.51222 -1.74186 1.150
C 0.84523 -0.50056 -2.68791 -0.966
H -0.47456 1.81249 3.18356 0.321
H -2.36560 1.39004 2.50418 0.242
H -0.06957 0.02835 2.75452 0.240
H -1.54914 -0.93211 3.43307 0.325
H -2.59139 -0.73341 1.20554 0.319
H -1.05205 -1.78908 1.14908 0.262
H -1.13774 -0.22257 -0.78369 0.405
H -1.29075 1.06180 0.09520 0.506
H 1.05008 -0.06452 1.26152 0.299
H 0.10400 2.01973 -0.82551 0.381
H 1.90156 1.73322 -0.24527 0.354
H 0.01145 -0.16531 -3.30797 0.362
H 1.53339 -0.89019 -3.52179 0.349
H -0.05343 -2.36507 -2.23324 0.223
H 1.80373 -2.46928 -2.20472 0.284
N -1.59938 1.17395 3.12795 -0.578
N 0.41967 0.57625 0.60090 -0.173
N 0.83095 -1.78958 -1.95599 -0.535
F 2.29260 1.41361 -2.46960 -0.287
F 2.50420 -0.37006 -0.91984 -0.365
```

Summary:
- frontier orbital gap (eV) = 9.23
- relative energy (zero: lowest compared OMol25 entry of this formula, charge and spin) (kJ/mol) = 262.2
- DFT total energy (Eh) = -601.40070

***

This record from OMol25 describes a 2-piece molecular cluster, C4H11NO overall. The level of theory is ωB97M-V/def2-TZVPD.

Structure (XYZ):
```
17
Properties=species:S:1:pos:R:3:mulliken_charge:R:1
C -1.27699 1.08915 0.11250 -0.626
C 0.10405 0.88999 -0.50533 -0.184
C 1.21570 0.95007 0.50510 -1.024
O -2.32571 0.63579 -0.72472 -0.519
H -2.25150 1.08164 -1.57644 0.314
H -1.42830 2.14555 0.38042 0.344
H -1.36570 0.49160 1.02501 0.290
H 0.26751 1.59742 -1.32278 0.352
H 1.08963 1.75050 1.23012 0.337
H 2.18598 1.07007 0.02822 0.314
C 0.82588 -2.28049 0.38215 -0.375
N 0.15493 -2.02355 -0.66953 -0.578
H -0.86080 -2.03516 -0.54885 0.266
H 0.11493 -0.20095 -0.91156 0.356
H 0.39996 -2.58900 1.34172 0.277
H 1.88169 -2.50327 0.25492 0.332
H 1.26873 -0.06935 0.99905 0.123
```

Summary:
- frontier orbital gap (eV) = 11.03
- relative energy (zero: lowest compared OMol25 entry of this formula, charge and spin) (kJ/mol) = 209.5
- DFT total energy (Eh) = -288.93723

***

Question: Which formula does entry 2 have?
Answer: C4H11NO